No. 1
Computed, not measured: 8 unconnected molecules or ions with the total composition C32H64O16 at a distorted geometry, with the ωB97M-V functional and the def2-TZVPD basis.

As for the SMILES: CCOC(C)=O.CCOC(C)=O.CCOC(C)=O.CCOC(C)=O.CCOC(C)=O.CCOC(C)=O.CCOC(C)=O.CCOC(C)=O. The HOMO energy comes out at -9.94 eV. The value obtained for the lowest unoccupied orbital energy is 0.5 eV. Its total energy is -66983.120 eV. For the HOMO-LUMO gap, the calculation gives 10.45 eV.

Last column: Löwdin charge in e.
Geometry (Å):
C (-13.052, -12.410, 21.104)  -0.067
C (-14.142, -12.329, 22.186)  -0.210
O (-15.063, -11.275, 21.895)  -0.015
C (-16.007, -11.553, 20.987)  -0.546
C (-16.808, -10.299, 20.702)  0.038
O (-16.144, -12.609, 20.450)  0.114
H (-12.893, -11.480, 20.553)  0.080
H (-13.448, -13.029, 20.292)  0.070
H (-12.092, -12.807, 21.420)  0.073
H (-14.577, -13.314, 22.323)  0.119
H (-13.671, -11.991, 23.108)  0.118
H (-17.621, -10.170, 21.410)  0.052
H (-17.276, -10.373, 19.721)  0.092
H (-16.131, -9.449, 20.709)  0.090
C (-23.201, -7.701, 23.084)  -0.050
C (-24.254, -8.453, 23.944)  -0.228
O (-24.658, -7.534, 24.950)  -0.034
C (-25.835, -7.735, 25.549)  -0.553
C (-26.262, -6.542, 26.417)  0.035
O (-26.499, -8.725, 25.449)  0.111
H (-22.422, -7.274, 23.717)  0.061
H (-23.733, -6.897, 22.583)  0.080
H (-22.798, -8.495, 22.458)  0.051
H (-25.063, -8.656, 23.240)  0.121
H (-23.855, -9.384, 24.346)  0.108
H (-26.032, -6.801, 27.443)  0.062
H (-27.295, -6.388, 26.117)  0.086
H (-25.681, -5.690, 26.066)  0.079
C (-21.832, -8.174, 26.375)  -0.057
C (-22.658, -9.151, 27.200)  -0.186
O (-22.535, -8.826, 28.602)  -0.001
C (-23.640, -8.492, 29.266)  -0.527
C (-23.427, -8.356, 30.755)  0.026
O (-24.673, -8.158, 28.740)  0.091
H (-20.844, -8.018, 26.805)  0.080
H (-22.366, -7.231, 26.268)  0.081
H (-21.722, -8.587, 25.370)  0.055
H (-23.723, -9.015, 27.000)  0.099
H (-22.388, -10.191, 27.030)  0.124
H (-22.549, -8.957, 31.006)  0.082
H (-24.245, -8.870, 31.256)  0.089
H (-23.284, -7.332, 31.079)  0.090
C (-20.828, -14.365, 20.920)  -0.038
C (-21.559, -13.339, 21.798)  -0.173
O (-20.693, -12.182, 21.904)  -0.002
C (-21.271, -11.036, 22.237)  -0.537
C (-20.263, -9.932, 22.262)  0.013
O (-22.446, -10.907, 22.472)  0.101
H (-19.897, -14.662, 21.408)  0.070
H (-20.723, -13.999, 19.904)  0.071
H (-21.384, -15.302, 21.000)  0.068
H (-22.494, -13.128, 21.293)  0.108
H (-21.555, -13.746, 22.806)  0.125
H (-19.263, -10.351, 22.232)  0.048
H (-20.340, -9.351, 23.181)  0.073
H (-20.299, -9.187, 21.467)  0.102
C (-19.557, -17.744, 22.819)  -0.061
C (-21.045, -17.858, 22.464)  -0.212
O (-21.105, -17.834, 21.040)  -0.034
C (-22.163, -18.352, 20.395)  -0.557
C (-21.903, -18.443, 18.938)  0.024
O (-23.137, -18.790, 20.940)  0.109
H (-19.200, -16.723, 22.704)  0.051
H (-18.930, -18.434, 22.258)  0.081
H (-19.472, -18.072, 23.860)  0.078
H (-21.436, -18.793, 22.864)  0.124
H (-21.540, -16.992, 22.907)  0.114
H (-22.824, -18.395, 18.363)  0.090
H (-21.505, -19.445, 18.765)  0.100
H (-21.190, -17.673, 18.649)  0.070
C (-19.688, -14.895, 25.250)  -0.043
C (-18.552, -14.121, 24.558)  -0.226
O (-18.744, -12.718, 24.536)  -0.023
C (-18.450, -12.038, 25.672)  -0.538
C (-18.808, -10.600, 25.485)  0.040
O (-17.975, -12.524, 26.651)  0.130
H (-19.205, -15.678, 25.836)  0.079
H (-20.380, -15.410, 24.585)  0.049
H (-20.236, -14.229, 25.913)  0.082
H (-17.572, -14.425, 24.936)  0.120
H (-18.408, -14.434, 23.519)  0.106
H (-19.583, -10.327, 26.198)  0.085
H (-19.162, -10.376, 24.484)  0.043
H (-17.908, -9.990, 25.583)  0.102
C (-17.768, -17.824, 14.368)  -0.075
C (-18.640, -17.483, 15.546)  -0.218
O (-18.202, -16.203, 16.053)  -0.016
C (-18.393, -15.977, 17.358)  -0.534
C (-18.167, -14.514, 17.708)  0.038
O (-18.716, -16.818, 18.150)  0.091
H (-17.993, -18.866, 14.123)  0.081
H (-16.716, -17.755, 14.647)  0.081
H (-17.928, -17.189, 13.501)  0.077
H (-19.657, -17.381, 15.153)  0.127
H (-18.624, -18.223, 16.340)  0.116
H (-17.189, -14.374, 18.161)  0.086
H (-18.947, -14.102, 18.339)  0.067
H (-18.200, -14.036, 16.728)  0.082
C (-26.965, -12.540, 18.867)  -0.071
C (-26.064, -13.086, 19.950)  -0.229
O (-26.204, -12.237, 21.103)  -0.013
C (-25.711, -12.708, 22.259)  -0.542
C (-26.112, -11.851, 23.416)  0.036
O (-24.896, -13.600, 22.309)  0.087
H (-26.803, -11.496, 18.605)  0.077
H (-27.995, -12.730, 19.167)  0.079
H (-26.803, -13.091, 17.937)  0.077
H (-26.334, -14.134, 20.096)  0.126
H (-24.988, -13.108, 19.759)  0.117
H (-25.853, -12.369, 24.334)  0.095
H (-27.158, -11.575, 23.322)  0.093
H (-25.483, -10.963, 23.329)  0.070



No. 2
Computed, not measured: 8 unconnected molecules or ions with the total composition C32H64O8 at a distorted geometry, with the ωB97M-V functional and the def2-TZVPD basis.

As for the SMILES: C1CCOC1.C1CCOC1.C1CCOC1.C1CCOC1.C1CCOC1.C1CCOC1.C1CCOC1.C1CCOC1. The HOMO energy comes out at -9.50 eV. The value obtained for the lowest unoccupied orbital energy is 0.2 eV. Its total energy is -50594.437 eV. For the HOMO-LUMO gap, the calculation gives 9.72 eV.

Last column: Löwdin charge in e.
Geometry (Å):
C (-4.468, -3.013, -5.785)  -0.171
C (-3.128, -2.680, -5.141)  -0.168
C (-2.225, -2.414, -6.335)  -0.239
O (-2.686, -3.295, -7.336)  -0.131
C (-4.012, -3.812, -6.998)  -0.197
H (-4.918, -2.170, -6.311)  0.115
H (-5.121, -3.616, -5.154)  0.114
H (-2.694, -3.594, -4.736)  0.117
H (-3.088, -1.821, -4.471)  0.114
H (-1.187, -2.614, -6.070)  0.113
H (-2.216, -1.386, -6.697)  0.114
H (-4.015, -4.861, -6.703)  0.106
H (-4.715, -3.809, -7.832)  0.113
C (-7.777, 2.602, -1.954)  -0.190
C (-6.823, 3.743, -1.669)  -0.140
C (-5.508, 2.901, -1.500)  -0.210
O (-5.647, 1.864, -2.425)  -0.116
C (-6.962, 1.442, -2.378)  -0.252
H (-8.449, 2.861, -2.772)  0.109
H (-8.381, 2.336, -1.086)  0.114
H (-6.982, 4.317, -0.756)  0.107
H (-6.658, 4.411, -2.514)  0.108
H (-5.465, 2.609, -0.450)  0.112
H (-4.595, 3.467, -1.687)  0.119
H (-6.935, 0.664, -1.615)  0.115
H (-7.426, 0.962, -3.239)  0.125
C (7.752, -0.156, -1.121)  -0.156
C (7.461, -1.674, -0.812)  -0.146
C (8.695, -2.080, 0.075)  -0.207
O (9.737, -1.459, -0.671)  -0.148
C (9.276, -0.227, -1.329)  -0.180
H (7.559, 0.527, -0.293)  0.104
H (7.197, 0.158, -2.005)  0.102
H (7.290, -2.408, -1.600)  0.108
H (6.579, -1.788, -0.183)  0.090
H (8.719, -3.165, 0.168)  0.106
H (8.781, -1.882, 1.143)  0.109
H (9.461, -0.247, -2.403)  0.112
H (9.645, 0.711, -0.914)  0.108
C (-1.035, 4.606, 4.098)  -0.206
C (-2.297, 4.021, 3.579)  -0.184
C (-3.227, 5.274, 3.534)  -0.221
O (-2.738, 6.157, 4.493)  -0.098
C (-1.539, 5.646, 5.065)  -0.203
H (-0.636, 5.069, 3.196)  0.112
H (-0.284, 3.910, 4.472)  0.120
H (-2.635, 3.336, 4.357)  0.109
H (-2.282, 3.493, 2.625)  0.112
H (-4.232, 4.904, 3.736)  0.110
H (-3.341, 5.540, 2.483)  0.111
H (-1.671, 5.164, 6.033)  0.119
H (-0.749, 6.386, 5.192)  0.119
C (2.232, 4.599, -0.671)  -0.157
C (2.963, 5.823, -0.078)  -0.159
C (2.071, 7.029, -0.509)  -0.215
O (1.605, 6.625, -1.763)  -0.143
C (1.253, 5.235, -1.686)  -0.185
H (1.712, 4.070, 0.129)  0.101
H (3.021, 4.024, -1.155)  0.103
H (4.004, 5.983, -0.359)  0.105
H (2.915, 5.618, 0.991)  0.096
H (2.713, 7.886, -0.714)  0.116
H (1.336, 7.295, 0.251)  0.114
H (1.381, 4.794, -2.675)  0.113
H (0.206, 5.117, -1.408)  0.111
C (6.183, -6.051, 3.221)  -0.194
C (5.795, -6.456, 1.888)  -0.204
C (6.884, -7.419, 1.509)  -0.221
O (8.002, -6.936, 2.218)  -0.143
C (7.611, -6.574, 3.524)  -0.169
H (5.567, -6.368, 4.062)  0.111
H (6.161, -4.962, 3.255)  0.109
H (5.861, -5.609, 1.206)  0.111
H (4.788, -6.840, 1.725)  0.120
H (7.072, -7.479, 0.437)  0.123
H (6.575, -8.438, 1.740)  0.117
H (8.272, -5.791, 3.895)  0.122
H (7.627, -7.495, 4.107)  0.117
C (0.769, -0.601, -1.303)  -0.172
C (2.032, -1.071, -0.558)  -0.161
C (1.427, -1.643, 0.731)  -0.195
O (-0.013, -1.602, 0.624)  -0.156
C (-0.397, -0.536, -0.281)  -0.166
H (0.507, -1.171, -2.194)  0.103
H (1.062, 0.363, -1.719)  0.096
H (2.699, -0.246, -0.307)  0.102
H (2.566, -1.785, -1.185)  0.104
H (1.688, -1.015, 1.584)  0.109
H (1.800, -2.647, 0.935)  0.113
H (-0.422, 0.423, 0.236)  0.107
H (-1.366, -0.641, -0.769)  0.115
C (-6.717, -1.366, 3.768)  -0.201
C (-5.599, -2.356, 3.897)  -0.163
C (-4.492, -1.866, 2.958)  -0.221
O (-5.042, -0.748, 2.353)  -0.158
C (-6.507, -0.795, 2.421)  -0.192
H (-6.590, -0.535, 4.461)  0.119
H (-7.731, -1.765, 3.783)  0.118
H (-5.927, -3.351, 3.594)  0.110
H (-5.219, -2.427, 4.916)  0.108
H (-4.233, -2.488, 2.101)  0.120
H (-3.619, -1.515, 3.507)  0.119
H (-6.998, -1.432, 1.685)  0.117
H (-6.886, 0.222, 2.320)  0.120



> Number 1 is which compound?

C32H64O16



> What is the lowest unoccupied orbital energy in the second record?

0.2 eV



> What is the HOMO-LUMO gap in the first record?

10.45 eV